C58H60HgN3O2P4SSe | ωB97M-V/def2-TZVPD

Output
Multiplicity = 2
LUMO (alpha / beta) = -0.28 / -0.94 eV

The geometry in XYZ format:
```
130
C58H60HgN3O2P4SSe ωB97M-V/def2-TZVPD
Hg 0.93692 0.35042 -0.71891
O -0.04086 -2.26373 -1.19336
P 0.42043 -3.59859 -0.76220
C 1.85199 -3.56900 0.39349
P 1.75384 -2.63497 1.97813
O 0.78850 -1.52054 2.01196
C 3.47153 -2.07905 2.22398
C 4.46179 -2.81225 2.87074
C 5.73487 -2.27986 3.01163
C 6.02240 -1.01207 2.52660
C 5.03523 -0.27205 1.89111
C 3.76534 -0.80572 1.73831
C 1.46536 -3.84833 3.29662
C 2.00645 -5.13074 3.32409
C 1.80954 -5.93975 4.43248
C 1.08179 -5.47110 5.51748
C 0.53622 -4.19492 5.48991
C 0.72695 -3.38426 4.38184
C -0.93871 -4.54077 -0.02181
C -1.29923 -4.26918 1.29536
C -2.45513 -4.81647 1.82850
C -3.26419 -5.62049 1.03821
C -2.92518 -5.86867 -0.28476
C -1.76608 -5.32678 -0.81904
C 1.08284 -4.56567 -2.14078
C 1.37677 -5.92299 -2.04064
C 1.85598 -6.60690 -3.14606
C 2.03390 -5.93991 -4.35150
C 1.74969 -4.58519 -4.45087
C 1.27550 -3.89635 -3.34450
H 2.62890 -3.07017 -0.19405
H 2.18166 -4.59041 0.59655
H 4.24637 -3.78893 3.28422
H 6.50347 -2.85534 3.51185
H 7.01469 -0.59833 2.65404
H 5.25082 0.71990 1.51473
H 2.98246 -0.23904 1.24272
H 2.57998 -5.50509 2.48418
H 2.22540 -6.93909 4.45387
H 0.93662 -6.10592 6.38199
H -0.03607 -3.83449 6.33534
H 0.29979 -2.38950 4.33270
H -0.69856 -3.59646 1.88704
H -2.73294 -4.60089 2.85236
H -4.17149 -6.04434 1.44952
H -3.57341 -6.47668 -0.90258
H -1.50799 -5.50445 -1.85637
H 1.21786 -6.44443 -1.10261
H 2.08857 -7.66164 -3.07362
H 2.38774 -6.48272 -5.21863
H 1.89278 -4.07107 -5.39262
H 1.04594 -2.83921 -3.39775
C -3.06172 3.29801 0.72959
C -1.86914 3.57530 1.66111
P -0.53603 2.25978 1.59461
C 0.90089 3.27187 2.15040
C 2.10834 3.20695 1.46347
C 3.20831 3.94120 1.89018
C 3.10979 4.75485 3.00765
C 1.90742 4.82888 3.70045
C 0.81326 4.09429 3.27558
C -0.86905 1.36172 3.16243
C 0.17808 0.93660 3.97969
C -0.08419 0.26718 5.16518
C -1.39116 -0.01604 5.53677
C -2.43603 0.35442 4.70408
C -2.17604 1.03535 3.52335
C -2.73077 3.42700 -0.76691
P -1.77589 1.95868 -1.41896
C -1.79156 2.33966 -3.21433
C -1.95926 1.31962 -4.15250
C -1.85478 1.58195 -5.51015
C -1.56284 2.86410 -5.95307
C -1.37415 3.88203 -5.03064
C -1.47996 3.62017 -3.67207
C -3.09476 0.68831 -1.30445
C -2.85908 -0.43510 -0.51632
C -3.84322 -1.40432 -0.36405
C -5.06566 -1.25596 -0.99929
C -5.30254 -0.14441 -1.80082
C -4.32334 0.82345 -1.95256
H -3.85440 4.01262 0.96649
H -3.46774 2.29899 0.91810
H -2.21444 3.68146 2.69170
H -1.39811 4.51586 1.36426
H 2.18889 2.57014 0.58908
H 4.14443 3.87544 1.34906
H 3.96464 5.33103 3.33846
H 1.82684 5.45860 4.57814
H -0.11517 4.14877 3.83150
H 1.20117 1.13766 3.68982
H 0.73822 -0.02505 5.80824
H -1.59469 -0.52134 6.47301
H -3.45779 0.12045 4.97693
H -3.00142 1.31599 2.87971
H -2.12394 4.32173 -0.92366
H -3.64585 3.53005 -1.35408
H -2.16856 0.31212 -3.81264
H -1.99929 0.78109 -6.22518
H -1.46942 3.06356 -7.01292
H -1.13770 4.88284 -5.37054
H -1.29980 4.41842 -2.96240
H -1.89294 -0.56184 -0.03822
H -3.65043 -2.27682 0.24936
H -5.84022 -2.00225 -0.87281
H -6.25238 -0.03220 -2.30937
H -4.50810 1.67628 -2.59494
C 5.34971 0.50857 -2.62056
N 4.70388 0.46892 -3.93249
C 4.78420 -0.86930 -4.49848
C 3.37296 1.03164 -3.91139
S 1.35134 0.01124 -4.35575
N 3.41304 2.39980 -3.43794
C 2.11302 3.01592 -3.22321
C 4.28817 3.28668 -4.20344
H 4.88278 -0.19932 -1.92278
H 5.27146 1.50793 -2.20269
H 6.40067 0.24659 -2.74891
H 5.83812 -1.12996 -4.59456
H 4.34220 -0.88300 -5.49340
H 4.28498 -1.62518 -3.87602
H 1.50823 2.40348 -2.55206
H 1.55149 3.17840 -4.15565
H 2.27734 3.98490 -2.75055
H 5.19473 2.76141 -4.48595
H 4.54403 4.13502 -3.56493
H 3.80546 3.66357 -5.11334
Se 2.78746 1.33899 -6.90903
C 2.57687 0.85540 -5.22632
N 2.43934 0.19237 -3.11208
```